2 unconnected molecules or ions with the total composition C8H13N3 in a non-equilibrium geometry. Source: the Open Molecules 2025 dataset; level of theory: ωB97M-V/def2-TZVPD.

Output
E_HOMO (eV): -8.309
Orbital gap (eV): 8.58
2S+1: 1
LUMO level (eV): 0.267

Structure (XYZ):
```
24
C8H13N3 | the Open Molecules 2025 dataset | ωB97M-V/def2-TZVPD
N -3.5849 1.3679 0.4801
N -1.2809 -4.7001 0.5316
N -1.0599 -3.8279 1.1747
C 1.4547 0.4490 0.7935
C 0.2069 0.1734 -1.3903
C -3.7889 2.5728 -0.1996
C -2.4864 0.8804 0.6649
C 1.3398 -1.7875 -0.3804
C -1.6942 -0.1118 0.8708
C -0.6386 -0.8718 0.7189
C 0.5378 -0.5063 -0.0680
H 1.1458 0.2203 -2.0175
H -2.8826 2.8365 -0.8551
H 0.6255 -2.5944 -0.8777
H -4.6064 2.2929 -0.8668
H 1.7791 -2.1404 0.6032
H 2.1194 -1.4955 -1.1579
H 1.1141 1.4152 0.6022
H -3.9231 3.5933 0.3186
H -0.7429 -0.3862 -1.6676
H 2.5211 0.2843 0.6022
H -0.0467 1.2209 -1.1369
H -0.6892 -1.7838 1.3125
H 1.4035 0.3748 1.9192
```